Entry 1:
A single C36H39NO5 molecule. Source: the OMol25 dataset; level of theory: ωB97M-V/def2-TZVPD.

Results
M: 565.71 g/mol
Relative energy (zero: lowest compared OMol25 entry of this formula, charge and spin): 0.000 eV
Max |F|: 0.650 eV Å⁻¹
Frontier orbital gap: 9.0 eV
Spin multiplicity: 1
E_tot: -1826.247850 hartree

Atoms and positions in Å:
O1 -2.6616 -3.6122 1.3638
C1 -2.5746 -3.9584 0.2137
O2 -3.5709 -3.8397 -0.6601
C2 -1.3396 -4.5487 -0.4271
C3 -0.0648 -4.2200 0.3520
C4 1.1866 -4.3134 -0.5215
C5 1.3434 -3.0846 -1.4237
N1 1.7462 -1.9214 -0.6510
C6 3.1828 -1.7718 -0.5141
C7 3.5555 -1.2137 0.8709
C8 4.9101 -0.5712 0.8351
C9 6.0571 -1.2608 1.1828
C10 7.3052 -0.6623 1.1106
C11 7.4086 0.6453 0.6790
C12 6.2747 1.3584 0.3229
C13 5.0252 0.7587 0.3967
O3 3.8520 1.3721 0.0677
C14 3.8422 2.7594 -0.2248
C15 2.3908 3.1512 -0.2984
C16 1.7514 3.7119 0.7980
C17 0.3919 3.9624 0.7643
C18 -0.3605 3.6523 -0.3606
C19 -1.8549 3.7759 -0.3421
C20 -2.4177 2.4337 0.1613
C21 -3.9150 2.3719 0.1336
C22 -4.5793 1.9364 -1.0061
C23 -5.9594 1.8528 -1.0319
C24 -6.6962 2.2095 0.0846
C25 -6.0446 2.6541 1.2223
C26 -4.6636 2.7345 1.2451
C27 0.2872 3.1084 -1.4630
C28 1.6466 2.8631 -1.4350
C29 1.0950 -0.6877 -1.0709
C30 -0.3216 -0.6809 -0.5699
C31 -1.3988 -0.8789 -1.4260
C32 -2.6837 -0.9851 -0.9292
C33 -2.9124 -0.8620 0.4387
C34 -4.2718 -1.0754 0.9650
O4 -5.0956 -1.7966 0.4393
O5 -4.5257 -0.4189 2.0936
C35 -1.8438 -0.6240 1.2991
C36 -0.5621 -0.5479 0.7944
H1 -4.3195 -3.3240 -0.2793
H2 -1.2934 -4.1617 -1.4457
H3 -1.4799 -5.6299 -0.4980
H4 -0.1350 -3.2074 0.7503
H5 0.0188 -4.9004 1.1998
H6 1.1429 -5.2135 -1.1383
H7 2.0658 -4.3865 0.1195
H8 2.0669 -3.3030 -2.2264
H9 0.3841 -2.8709 -1.8974
H10 3.6567 -2.7473 -0.6397
H11 3.5880 -1.1049 -1.2925
H12 3.5302 -2.0192 1.6048
H13 2.8158 -0.4650 1.1542
H14 5.9692 -2.2830 1.5216
H15 8.1890 -1.2156 1.3893
H16 8.3749 1.1234 0.6153
H17 6.3776 2.3778 -0.0163
H18 4.3489 2.9483 -1.1822
H19 4.3540 3.3205 0.5679
H20 2.3188 3.9429 1.6881
H21 -0.0943 4.3916 1.6286
H22 -2.1739 4.5826 0.3196
H23 -2.2391 3.9766 -1.3438
H24 -2.0098 1.6443 -0.4715
H25 -2.0603 2.2662 1.1790
H26 -4.0054 1.6495 -1.8760
H27 -6.4621 1.5024 -1.9215
H28 -7.7739 2.1382 0.0685
H29 -6.6145 2.9333 2.0970
H30 -4.1588 3.0695 2.1398
H31 -0.2830 2.8650 -2.3480
H32 2.1355 2.4303 -2.2957
H33 1.1165 -0.5634 -2.1678
H34 1.6366 0.1502 -0.6267
H35 -1.2295 -0.9640 -2.4908
H36 -3.5186 -1.1649 -1.5898
H37 -5.4200 -0.6266 2.4074
H38 -2.0278 -0.5402 2.3580
H39 0.2740 -0.3973 1.4598

Forces on atoms 1 to 3 (eV/Å):
0.061 -0.064 0.263
0.100 -0.136 -0.005
-0.466 -0.093 -0.443

Here are the natural (NBO) charges for atoms 1 to 2, given in e: -0.62 0.81

***

Entry 2:
C34H36FN6O5Si2Tl as an isolated structure at a distorted geometry. Source: the OMol25 dataset; level of theory: ωB97M-V/def2-TZVPD.

Results
M: 888.25 g/mol
Relative energy (zero: lowest compared OMol25 entry of this formula, charge and spin): 0.000 eV
Max |F|: 4.271 eV Å⁻¹
Frontier orbital gap: 4.4 eV
Spin multiplicity: 1
E_tot: -2873.420883 hartree
Total charge: -2

Atoms and positions in Å:
Tl1 -0.8142 0.0116 0.8469
C1 0.3672 -3.4291 1.2226
Si1 1.7329 -2.3813 2.0268
C2 3.4519 -2.2759 1.1317
C3 2.0069 -3.2460 3.7138
N1 0.9849 -0.7984 2.1854
C4 1.6490 0.2743 2.6691
C5 2.8790 0.1058 3.3398
C6 3.5767 1.2010 3.8039
C7 3.1149 2.5104 3.4805
C8 1.8858 2.7291 3.0048
C9 0.9897 1.6125 2.7711
N2 -0.2773 1.6949 2.4341
Si2 -1.3398 2.9942 2.9171
C10 -1.2775 3.1403 4.7714
C11 -0.9413 4.5842 2.0612
C12 -3.1568 2.5027 2.5331
H1 0.7152 -4.4508 0.9760
H2 -0.1181 -3.0164 0.3281
H3 -0.3092 -3.5705 2.1118
H4 3.2259 -1.6535 0.1698
H5 3.9056 -3.3081 0.8908
H6 4.1544 -1.6049 1.7599
H7 1.9822 -4.2912 3.5311
H8 1.0515 -3.0928 4.2162
H9 2.8488 -2.7153 4.2556
H10 3.2929 -0.9059 3.3944
H11 4.4833 1.1104 4.4151
H12 3.7389 3.3206 3.7196
H13 1.4421 3.6987 2.7264
H14 -2.2925 3.3835 5.0872
H15 -0.6000 4.0106 5.0603
H16 -0.8418 2.2095 5.0923
H17 0.0106 5.2325 2.1107
H18 -1.7928 5.2358 2.2335
H19 -0.9200 4.3363 0.9463
H20 -3.6220 3.5155 2.4165
H21 -3.6524 1.9940 3.3096
H22 -3.1337 1.9987 1.6101
C13 -2.3232 2.9346 -2.1145
C14 -2.9130 2.2011 -3.1362
C15 -2.8151 0.8033 -3.1830
C16 -2.1869 0.0696 -2.1850
C17 -1.6740 0.8412 -1.0364
C18 -1.6648 2.1770 -1.1150
C19 -2.1049 -1.4061 -2.3676
C20 -1.6324 -1.9456 -3.5344
C21 -1.5011 -3.3241 -3.6503
C22 -1.9097 -4.1454 -2.6219
C23 -1.9420 -5.5623 -2.6405
C24 -2.3940 -6.2341 -1.5070
C25 -2.7369 -5.6079 -0.3091
C26 -2.5964 -4.2479 -0.2093
C27 -2.1770 -3.5022 -1.3519
N3 -2.3399 -2.1402 -1.3119
H23 -2.3062 4.0257 -2.0173
H24 -3.3822 2.6665 -3.9913
H25 -3.2992 0.2168 -3.9954
H26 -0.9286 2.7129 -0.5003
H27 -1.5028 -1.2549 -4.3474
H28 -1.2826 -3.7965 -4.6202
H29 -1.6415 -6.0042 -3.6099
H30 -2.2247 -7.3413 -1.4056
H31 -3.1412 -6.2142 0.5489
H32 -2.9991 -3.7129 0.6860
F1 0.1795 3.9425 -4.4718
C28 1.2517 3.1416 -4.3774
C29 1.5004 2.4094 -3.2359
N4 2.4812 1.4437 -3.2486
C30 2.7251 0.6716 -2.0345
C31 1.5280 0.3131 -1.1448
O1 1.0717 -0.8378 -1.1757
O2 1.1079 1.2669 -0.4401
C32 3.3754 1.2424 -4.3131
O3 4.2769 0.4529 -4.3204
N5 3.0706 2.0261 -5.4421
C33 1.9966 2.8866 -5.6214
O4 1.8692 3.4402 -6.7292
H33 0.9668 2.4934 -2.2750
H34 3.4263 1.1981 -1.4043
H35 3.2203 -0.2319 -2.3500
H36 3.3789 1.6026 -6.3339
O5 -3.2639 -0.3886 4.0513
C34 -2.6921 -0.7562 3.0760
N6 -2.2519 -1.1920 2.0431

Forces on atoms 1 to 3 (eV/Å):
1.542 0.356 0.635
0.471 -0.705 0.790
-0.454 1.021 -0.413

Here are the Löwdin charges for atoms 1 to 2, given in e: 1.01 -0.19

***

Entry 3:
A single CH3N2O2P molecule at a distorted geometry. Source: the OMol25 dataset; level of theory: ωB97M-V/def2-TZVPD.

Results
M: 106.02 g/mol
Relative energy (zero: lowest compared OMol25 entry of this formula, charge and spin): 2.289 eV
Max |F|: 4.203 eV Å⁻¹
Frontier orbital gap: 9.6 eV
Spin multiplicity: 1
E_tot: -641.219343 hartree

Atoms and positions in Å:
C1 1.2739 0.6420 -0.1224
N1 2.2311 0.7161 0.5609
N2 -1.0909 -1.6715 -0.0377
O1 0.6177 0.2892 -1.0474
O2 -1.5840 0.9598 0.5655
P1 -1.2231 -0.1765 -0.3909
H1 -1.6222 0.0491 -1.6762
H2 2.7185 1.1492 1.2993
H3 -1.3209 -1.9573 0.8488

Forces on atoms 1 to 3 (eV/Å):
2.619 -0.748 -0.272
-0.872 0.062 -0.047
0.531 1.490 -3.277

Here are the natural (NBO) charges for atoms 1 to 2, given in e: 0.91 -0.63

***

Entry 4:
C43H45AsN6Ru as an isolated structure at a distorted geometry. Source: the OMol25 dataset; level of theory: ωB97M-V/def2-TZVPD.

Results
M: 821.87 g/mol
Expectation value of S²: 8.813
Max |F|: 1.753 eV Å⁻¹
Frontier orbital gap (spin up / spin down): 7.4 / 5.9 eV
Spin multiplicity: 6
E_tot: -4324.395272 hartree
Total charge: +1

Atoms and positions in Å:
Ru1 1.1548 0.7678 0.2969
C1 4.0953 0.2858 2.9531
C2 3.1694 1.5080 3.0752
C3 1.6768 1.1864 3.5074
N1 0.7481 1.1250 2.4007
C4 -0.5587 1.3076 2.6629
C5 -1.0480 1.2271 3.9609
C6 -2.3136 1.4134 4.5075
C7 -3.5021 1.7618 3.9360
C8 -3.6753 2.1101 2.6047
C9 -2.7784 2.1225 1.5711
C10 -1.3936 1.7117 1.5036
N2 -0.7556 1.7640 0.3301
C11 -1.2921 2.2914 -0.8889
C12 -0.4428 3.4043 -1.5386
C13 0.7130 2.8362 -2.3736
N3 1.6929 2.1946 -1.5477
C14 2.9670 2.3723 -1.7673
C15 3.4867 3.0320 -2.9526
C16 4.7728 3.4868 -3.1911
C17 5.9065 3.4880 -2.3349
C18 6.0298 2.8695 -1.1344
C19 5.1508 2.0117 -0.4840
C20 3.8532 1.6773 -0.7755
N4 3.2354 0.7708 0.0074
C21 3.9908 -0.3389 0.5170
C22 3.6452 -0.7489 1.9267
H1 4.1908 -0.1525 3.9481
H2 5.0914 0.6235 2.7384
H3 3.1313 2.0533 2.1149
H4 3.6034 2.1500 3.8276
H5 1.3341 1.9948 4.1448
H6 1.6527 0.2979 4.1599
H7 -0.3172 0.8945 4.7042
H8 -2.3556 1.2651 5.5780
H9 -4.3601 1.8154 4.5896
H10 -4.6781 2.4419 2.3595
H11 -3.2302 2.5552 0.7104
H12 -2.3090 2.6439 -0.8236
H13 -1.3383 1.4889 -1.6057
H14 -0.0942 4.0821 -0.7554
H15 -1.1177 3.9534 -2.1741
H16 1.1497 3.5899 -2.9959
H17 0.2774 2.1127 -3.0867
H18 2.8007 3.2149 -3.7702
H19 4.9429 4.0035 -4.1390
H20 6.7733 4.0335 -2.6970
H21 6.9632 3.0244 -0.5908
H22 5.5515 1.5578 0.4196
H23 5.0572 -0.2220 0.3729
H24 3.8414 -1.1802 -0.1651
H25 4.1208 -1.6977 2.1100
H26 2.5763 -0.8605 2.0674
N5 2.2268 -2.6434 -2.1715
C23 1.9458 -3.4499 -1.1013
C24 1.3844 -2.6255 -0.1520
N6 1.3642 -1.3323 -0.6142
C25 1.8525 -1.3743 -1.8356
H27 2.7193 -2.9214 -3.0154
H28 2.0728 -4.5027 -1.1091
H29 0.9432 -2.8456 0.8030
H30 2.0139 -0.5355 -2.4837
C26 -5.4346 0.9740 -2.7998
C27 -5.3661 0.8961 -1.4018
C28 -4.3846 0.1346 -0.8039
C29 -3.4535 -0.5586 -1.5731
C30 -3.5709 -0.5348 -2.9633
C31 -4.5488 0.2379 -3.5774
As1 -1.7930 -1.2257 -0.7726
C32 -2.4485 -1.8618 0.9529
C33 -3.7120 -2.3900 1.2018
C34 -4.1257 -2.7873 2.4409
C35 -3.2261 -2.7390 3.4971
C36 -1.9717 -2.2050 3.3051
C37 -1.5906 -1.7634 2.0296
C38 -1.4881 -2.9418 -1.6723
C39 -0.9230 -2.8900 -2.9198
C40 -0.7097 -4.1012 -3.6290
C41 -1.0680 -5.3156 -3.0832
C42 -1.6023 -5.3294 -1.7851
C43 -1.8643 -4.1603 -1.0828
H31 -6.1889 1.6300 -3.2424
H32 -6.1218 1.3575 -0.7890
H33 -4.3197 0.1686 0.2755
H34 -2.8886 -1.1508 -3.5633
H35 -4.6185 0.2419 -4.6484
H36 -4.4086 -2.3954 0.3636
H37 -5.1401 -3.1510 2.5613
H38 -3.5657 -2.9644 4.5224
H39 -1.2429 -2.1436 4.1143
H40 -0.6064 -1.3707 1.9134
H41 -0.6683 -1.9327 -3.3507
H42 -0.2616 -4.0514 -4.6080
H43 -0.8549 -6.2237 -3.6193
H44 -1.8338 -6.2988 -1.3224
H45 -2.3072 -4.2457 -0.1049

Forces on atoms 1 to 3 (eV/Å):
0.148 0.135 -0.127
-0.638 0.105 0.467
-1.011 -0.568 -0.361

Here are the Löwdin charges for atoms 1 to 2, given in e: 1.54 -0.20

***

Entry 5:
A single C5H11NO molecule. Source: the OMol25 dataset; level of theory: ωB97M-V/def2-TZVPD.

Results
M: 101.15 g/mol
Relative energy (zero: lowest compared OMol25 entry of this formula, charge and spin): 0.501 eV
Max |F|: 0.312 eV Å⁻¹
Frontier orbital gap: 10.1 eV
Spin multiplicity: 1
E_tot: -327.112948 hartree

Atoms and positions in Å:
C1 1.4826 -0.5298 -0.8356
C2 0.0198 -0.6487 -0.4084
C3 -0.1512 -1.6025 0.7704
N1 -0.5142 0.6954 -0.1360
C4 -0.7445 1.1718 1.2100
C5 -0.7415 1.4989 -1.2076
O1 -0.6316 1.1563 -2.3712
H1 2.1045 -0.2018 0.0066
H2 1.8681 -1.4883 -1.2002
H3 1.5625 0.2002 -1.6446
H4 -0.5567 -1.0343 -1.2565
H5 -1.1927 -1.6731 1.1006
H6 0.1673 -2.6041 0.4636
H7 0.4692 -1.3142 1.6268
H8 -1.6019 0.6729 1.6756
H9 0.1295 1.0230 1.8523
H10 -0.9560 2.2434 1.1695
H11 -1.0277 2.5289 -0.9213

Forces on atoms 1 to 3 (eV/Å):
0.056 0.006 -0.035
0.029 -0.162 -0.048
-0.025 -0.028 0.039

Here are the natural (NBO) charges for atoms 1 to 2, given in e: -0.62 -0.05

***

> Among the records above, which one has the highest spin multiplicity?

C43H45AsN6Ru

***

> E_tot of number 5 (C5H11NO)?

-327.112948 hartree

***

> Among the records above, which one has the highest E_tot?

C5H11NO

***

> What is the E_tot in the second record?

-2873.420883 hartree